A 2-piece molecular cluster, C4H9NO overall in a non-equilibrium geometry. Source: the OMol25 dataset; level of theory: ωB97M-V/def2-TZVPD.

Geometry as XYZ:
```
15
Properties=species:S:1:pos:R:3
C 0.6598 0.8736 1.6039
C 1.1337 0.0868 0.4079
C -0.1334 0.0526 -1.7671
N -1.3236 -0.2087 -1.1165
C -1.3343 -1.1208 -0.1468
O -0.3300 -1.8013 0.0377
H 1.5351 1.3212 2.1187
H 0.0269 1.7199 1.3339
H 0.1476 0.2712 2.3595
H 1.6682 -0.8144 0.6954
H 1.6551 0.6756 -0.2997
H 0.5486 -0.7605 -2.0041
H -0.3779 0.6596 -2.6505
H -2.0844 0.4512 -1.1098
H -2.2559 -1.0526 0.4442
```

Properties
E_tot: -287.6549 Eh
Gap between HOMO and LUMO (spin up / spin down): 8.0695 / 8.4715 eV
Maximum force: 1.6 eV/A
HOMO (spin up / spin down): -7.65 / -7.60 eV

Here are the Löwdin charges for atoms 1 to 5, given in e: C -0.160; C -0.085; C -0.012; N -0.043; C -0.388